1.
C11H14ClN2 | ωB97M-V/def2-TZVPD

Cartesian coordinates (Å):
C (0.5999, 1.4508, 0.0776)
C (0.0684, 0.2157, 0.1629)
C (2.2251, -0.0228, 0.4892)
C (-4.2092, 0.6462, -0.0633)
C (-3.5793, 0.4423, 1.2426)
C (-3.5325, 0.3906, -1.1767)
C (-2.2818, 0.0903, 1.3178)
C (-2.0340, 0.0523, -1.2196)
C (-1.5563, -0.3745, 0.1258)
C (4.0300, -1.0124, -0.7221)
C (3.5925, -0.5895, 0.6531)
N (1.9603, 1.2757, 0.3973)
N (1.1139, -0.7007, 0.3609)
Cl (-1.5381, -2.1898, 0.1059)
H (0.3329, 2.4730, -0.0980)
H (-5.2900, 0.8429, 0.0609)
H (-4.3110, 0.6180, 1.9903)
H (-4.0859, 0.5643, -2.1634)
H (-1.7034, -0.1137, 2.1867)
H (-1.9335, -0.6553, -1.9085)
H (-1.7042, 1.0225, -1.6491)
H (3.6946, -2.0129, -1.0754)
H (5.0262, -1.2443, -0.8665)
H (3.8567, -0.3098, -1.4238)
H (4.1951, 0.1105, 1.0237)
H (3.4408, -1.3618, 1.2806)
H (2.5748, 2.0713, 0.5802)
H (1.0480, -1.6789, 0.3109)

**⟨S²⟩**: 2.009
**Total energy**: -996.8330 Eh
**HOMO (spin up / spin down)**: -8.7 / -13.4 eV
**Spin multiplicity**: 3
**Max |F|**: 7.92 eV/Å
**Charge**: +1
**Kohn-Sham gap (spin up / spin down)**: 6.0 / 8.1 eV

Which charges does Mulliken predict for the atoms? In e, they are:
1 C -0.51
2 C -0.17
3 C 0.25
4 C 0.04
5 C -0.61
6 C -0.76
7 C -0.72
8 C -0.91
9 C 1.19
10 C -1.24
11 C -0.71
12 N -0.05
13 N 0.07
14 Cl -0.23
15 H 0.49
16 H 0.34
17 H 0.42
18 H 0.33
19 H 0.47
20 H 0.52
21 H 0.33
22 H 0.33
23 H 0.44
24 H 0.44
25 H 0.42
26 H 0.32
27 H 0.26
28 H 0.24

---

2.
C11H14F3NO11S | ωB97M-V/def2-TZVPD

Cartesian coordinates (Å):
N (-0.7547, -0.4262, 0.9048)
C (-0.7692, -1.8706, 0.8037)
O (-1.8167, -2.4310, 0.5791)
C (0.4902, -2.7546, 0.9127)
C (1.7175, -2.3333, 0.0245)
C (1.4011, -1.4495, -1.1974)
O (1.9572, -1.8611, -2.4974)
S (1.5095, -0.5603, -3.4178)
O (0.1699, -0.6716, -3.9324)
O (2.4877, -0.0890, -4.3536)
O (1.5012, 0.6313, -2.2301)
C (2.0612, -0.0269, -1.0829)
F (1.8105, 0.5301, 0.1411)
H (-1.2454, -0.2212, 1.7827)
H (-1.3966, -0.0556, 0.1917)
H (0.2102, -3.8101, 0.7385)
H (0.8285, -2.6914, 1.9770)
H (2.5135, -1.8973, 0.6658)
H (2.1629, -3.2798, -0.3680)
H (0.3476, -1.2268, -1.4718)
H (3.1729, 0.0029, -1.1726)
C (-4.3537, -0.2477, -3.0509)
C (-4.8943, 1.1240, -2.7609)
O (-4.9412, 1.1506, -1.3456)
C (-3.9497, 0.3175, -0.9203)
O (-3.5195, 0.2932, 0.1879)
O (-3.5063, -0.4788, -1.9269)
F (-6.1515, 1.2715, -3.2430)
H (-5.1377, -1.0072, -3.0775)
H (-3.7909, -0.2895, -3.9818)
H (-4.2665, 1.9422, -3.1210)
C (2.5144, 2.2773, 2.6471)
C (2.0835, 2.9756, 3.9053)
O (2.4020, 2.0332, 4.9120)
C (3.4624, 1.3145, 4.4372)
O (4.1579, 0.6246, 5.1062)
O (3.6218, 1.4977, 3.0982)
F (0.7455, 3.1911, 3.9166)
H (1.7421, 1.6156, 2.2510)
H (2.8166, 2.9722, 1.8654)
H (2.6061, 3.9143, 4.1035)

**Total energy**: -2007.7012 Eh
**HOMO**: -9.8 eV
**Max |F|**: 2.69 eV/Å
**Kohn-Sham gap**: 10.2 eV

Which charges does Mulliken predict for the atoms? In e, they are:
1 N -0.33
2 C 0.26
3 O -0.52
4 C -0.49
5 C -0.93
6 C 0.16
7 O -0.46
8 S 1.09
9 O -0.51
10 O -0.57
11 O -0.29
12 C 0.08
13 F -0.11
14 H 0.33
15 H 0.18
16 H 0.33
17 H 0.27
18 H 0.42
19 H 0.33
20 H 0.53
21 H 0.26
22 C -0.43
23 C 0.31
24 O -0.32
25 C 0.63
26 O -0.50
27 O -0.26
28 F -0.29
29 H 0.28
30 H 0.26
31 H 0.29
32 C -0.08
33 C 0.31
34 O -0.31
35 C 0.65
36 O -0.50
37 O -0.31
38 F -0.28
39 H 0.00
40 H 0.27
41 H 0.27

---

3.
C11H14F6MoN2O4SSb | ωB97M-V/def2-TZVPD

Cartesian coordinates (Å):
Mo (-0.3213, 1.5146, 0.2039)
N (-1.5663, 3.1588, 0.9374)
C (-1.8279, 4.0557, -0.2437)
C (-0.5819, 4.1324, -1.1126)
O (-0.3132, 4.8943, -1.9515)
N (0.3804, 3.0503, -0.6414)
C (1.7052, 3.5142, -0.3021)
C (2.0128, 2.9028, 1.1015)
O (2.8622, 3.1531, 1.8458)
O (0.9917, 1.9162, 1.2899)
H (-2.4762, 2.9016, 1.3388)
H (-1.1322, 3.7180, 1.6781)
H (-2.1268, 5.0636, 0.0597)
H (-2.6467, 3.6714, -0.8572)
H (1.8056, 4.6037, -0.2861)
H (2.4932, 3.1532, -0.9789)
C (1.4843, -1.5423, 2.0876)
S (0.1830, -1.6856, 0.8690)
O (0.3003, -0.2710, 0.1181)
C (0.9024, -3.0018, -0.1686)
C (0.2775, -4.2582, -0.0296)
C (0.7972, -5.4269, -0.6371)
C (1.8424, -5.3259, -1.5395)
C (2.4669, -4.0803, -1.6431)
C (1.9606, -2.8852, -1.0404)
H (2.4628, -1.4051, 1.6270)
H (1.4862, -2.4592, 2.6857)
H (1.2475, -0.7159, 2.7600)
H (-0.6830, -4.3397, 0.4763)
H (0.3723, -6.4049, -0.4336)
H (2.2046, -6.2016, -2.0647)
H (3.4649, -4.0603, -2.0813)
H (2.4334, -1.9340, -1.2578)
F (-1.5864, 1.4002, -1.0460)
Sb (-3.7620, -0.2012, -0.2371)
F (-4.2688, 0.0734, -1.9991)
F (-2.2828, -1.2690, -0.8066)
F (-4.2952, -1.4145, 1.0580)
F (-2.1786, 0.3758, 1.1073)
F (-4.0881, 1.6290, 0.1142)

**⟨S²⟩**: 0.771
**Total energy**: -2142.1131 Eh
**Energy above the lowest of the compared OMol25 structures with the same formula, charge and spin**: 189.7 kcal per mole
**HOMO (spin up / spin down)**: -23.4 / -23.4 eV
**Spin multiplicity**: 2
**Max |F|**: 2.55 eV/Å
**Charge**: +4
**Kohn-Sham gap (spin up / spin down)**: 7.0 / 6.7 eV

Which charges does Mulliken predict for the atoms? In e, they are:
1 Mo 2.31
2 N -0.24
3 C -0.33
4 C 0.16
5 O -0.26
6 N 0.14
7 C -0.42
8 C 0.41
9 O -0.24
10 O -0.49
11 H 0.32
12 H 0.37
13 H 0.57
14 H 0.25
15 H 0.38
16 H 0.34
17 C -1.03
18 S 0.41
19 O -0.65
20 C 0.49
21 C -0.23
22 C -0.48
23 C -0.46
24 C -0.44
25 C 0.04
26 H 0.42
27 H 0.47
28 H 0.41
29 H 0.45
30 H 0.45
31 H 0.47
32 H 0.43
33 H 0.47
34 F -0.50
35 Sb 2.41
36 F -0.38
37 F -0.51
38 F -0.37
39 F -0.68
40 F -0.47

---

4.
C11H14F9N3O5S2 | ωB97M-V/def2-TZVPD

Cartesian coordinates (Å):
C (5.6681, -0.2172, -1.4595)
C (5.1983, -0.0532, 0.0804)
C (5.6625, 1.4479, 0.5477)
C (3.5966, -0.0948, 0.2917)
N (2.9847, -1.4460, 0.0440)
C (3.5475, -2.6785, -0.4995)
C (2.3376, -3.6450, -0.4105)
N (1.1789, -2.9516, 0.1373)
C (1.5935, -1.5833, 0.3946)
C (0.6100, -0.4247, 0.9845)
O (-0.4099, -0.0874, 0.0136)
C (-0.0081, 0.9806, -0.8455)
F (1.0482, 0.5705, -1.7533)
F (-1.1554, 1.3415, -1.7200)
F (0.3323, 2.1874, -0.1651)
H (6.5692, -0.9306, -1.4620)
H (4.8445, -0.6509, -2.1294)
H (6.0443, 0.7941, -1.8622)
H (5.7669, -0.8006, 0.7395)
H (4.8514, 2.1559, 0.1075)
H (6.7191, 1.7113, 0.1955)
H (5.5386, 1.5246, 1.6941)
H (3.4288, 0.1212, 1.4235)
H (3.0766, 0.7621, -0.2831)
H (4.6146, -2.8276, -0.8695)
H (2.3776, -4.7464, -0.7310)
H (0.2259, -3.3186, 0.3330)
H (1.1892, 0.4721, 1.3962)
H (0.0789, -0.9164, 1.8921)
C (-3.4225, 0.6854, -0.6462)
F (-2.0916, 0.7803, -0.4111)
F (-3.6870, 1.5017, -1.6961)
F (-3.6429, -0.5760, -1.0957)
S (-4.4297, 1.0882, 0.8210)
O (-4.0819, 2.4622, 1.1308)
O (-4.0190, 0.1140, 1.8177)
N (-5.8470, 0.8568, 0.1531)
S (-7.0518, 1.1046, 1.1590)
O (-7.2777, 2.4785, 1.5646)
O (-7.2203, 0.1222, 2.2121)
C (-8.4014, 0.7487, -0.0182)
F (-8.3313, -0.5109, -0.5158)
F (-8.3781, 1.5737, -1.0936)
F (-9.6281, 0.8743, 0.5340)

**Total energy**: -2662.8344 Eh
**Energy above the lowest of the compared OMol25 structures with the same formula, charge and spin**: 110.1 kcal per mole
**HOMO**: -8.3 eV
**Max |F|**: 12.44 eV/Å
**Kohn-Sham gap**: 6.2 eV

Which charges does Mulliken predict for the atoms? In e, they are:
1 C -1.22
2 C 0.27
3 C -1.32
4 C -0.66
5 N 0.43
6 C -0.06
7 C -0.58
8 N -0.05
9 C 0.22
10 C -0.79
11 O -0.07
12 C 0.95
13 F -0.25
14 F -0.25
15 F -0.24
16 H 0.27
17 H 0.32
18 H 0.38
19 H 0.38
20 H 0.34
21 H 0.38
22 H 0.36
23 H 0.38
24 H 0.21
25 H 0.38
26 H 0.35
27 H 0.30
28 H 0.35
29 H 0.43
30 C 0.72
31 F -0.43
32 F -0.29
33 F -0.28
34 S 0.99
35 O -0.66
36 O -0.66
37 N -0.28
38 S 1.00
39 O -0.64
40 O -0.64
41 C 0.65
42 F -0.24
43 F -0.24
44 F -0.21

---

5.
C11H14N | ωB97M-V/def2-TZVPD

Cartesian coordinates (Å):
C (3.5622, -2.1911, -0.2601)
C (2.7228, -2.2894, 0.7853)
C (3.5748, -1.0535, -1.0466)
C (1.7656, -1.3381, 1.0805)
C (2.6090, -0.1054, -0.8328)
C (1.6058, -0.3079, 0.1246)
C (-3.8300, 0.3984, 0.7194)
C (-2.3578, -0.0418, 0.9533)
C (-1.7273, 0.8816, -0.0468)
C (-0.3343, 1.2342, 0.4038)
C (-2.1615, 1.0774, -1.5132)
N (-2.7448, 1.3608, 0.9599)
H (4.3689, -2.8743, -0.4036)
H (2.8797, -3.0761, 1.5999)
H (4.3286, -0.8552, -1.8471)
H (0.8059, -1.5177, 1.6999)
H (2.5371, 0.6135, -1.6280)
H (-4.2165, 0.6177, -0.2608)
H (-4.5353, 0.2446, 1.4521)
H (0.7230, 0.4922, 0.2977)
H (-0.2864, 1.2899, 1.4831)
H (0.1677, 2.1219, -0.0468)
H (-2.9513, 1.7025, -1.5826)
H (-2.4534, 0.1343, -2.0041)
H (-1.2687, 1.6552, -1.9197)
H (-2.7839, 1.8262, 1.8327)

**Total energy**: -481.7263 Eh
**Energy above the lowest of the compared OMol25 structures with the same formula, charge and spin**: 213.9 kcal per mole
**HOMO (spin up / spin down)**: -12.1 / -12.1 eV
**Max |F|**: 4.65 eV/Å
**Charge**: +1
**Kohn-Sham gap (spin up / spin down)**: 5.7 / 5.7 eV

Which charges does Mulliken predict for the atoms? In e, they are:
1 C -0.42
2 C -0.23
3 C -0.34
4 C -0.35
5 C -0.41
6 C 0.16
7 C -0.46
8 C -0.65
9 C 1.75
10 C -1.00
11 C -1.55
12 N -0.33
13 H 0.39
14 H 0.29
15 H 0.35
16 H 0.33
17 H 0.35
18 H 0.15
19 H 0.36
20 H 0.18
21 H 0.38
22 H 0.53
23 H 0.52
24 H 0.34
25 H 0.35
26 H 0.32

---

6.
C11H14N2 | ωB97M-V/def2-TZVPD

Cartesian coordinates (Å):
C (0.4656, -1.5076, -1.8283)
C (0.9733, -0.3338, -2.5935)
C (0.2402, 0.6321, -3.2106)
N (1.1267, 1.6236, -3.5784)
C (2.3176, 1.2852, -3.0203)
N (2.2755, 0.0962, -2.4902)
H (0.5607, -1.2659, -0.7761)
H (0.9765, -2.4274, -2.1308)
H (-0.5540, -1.7818, -2.0851)
H (-0.7716, 0.6645, -3.5761)
H (0.8544, 2.5746, -3.7640)
H (3.2343, 1.8446, -3.0925)
C (-0.7078, -1.2489, 4.0311)
C (-0.8182, -0.6586, 2.6366)
C (0.3355, -0.4519, 1.8853)
C (0.3672, 0.4022, 0.7882)
C (-0.7734, 1.1438, 0.4968)
C (-1.9638, 0.8706, 1.1609)
C (-1.9997, -0.0558, 2.1884)
H (-1.5861, -0.8865, 4.5806)
H (0.1034, -0.7824, 4.5866)
H (-0.7314, -2.3326, 4.0124)
H (1.2167, -0.9663, 2.2582)
H (1.2865, 0.5578, 0.2411)
H (-0.6943, 1.7771, -0.3795)
H (-2.7953, 1.5466, 1.0076)
H (-2.9386, -0.3194, 2.6515)

**Total energy**: -537.0481 Eh
**Energy above the lowest of the compared OMol25 structures with the same formula, charge and spin**: 13.8 kcal per mole
**HOMO**: -8.6 eV
**Max |F|**: 1.51 eV/Å
**Structure (SMILES)**: Cc1c[nH]cn1.Cc1ccccc1
**Kohn-Sham gap**: 9.5 eV

Which charges does Mulliken predict for the atoms? In e, they are:
1 C -0.82
2 C 0.72
3 C -0.72
4 N -0.11
5 C -0.25
6 N -0.58
7 H 0.04
8 H 0.33
9 H 0.32
10 H 0.42
11 H 0.25
12 H 0.44
13 C -1.33
14 C 0.60
15 C -0.21
16 C -0.84
17 C -0.35
18 C -0.59
19 C -0.40
20 H 0.38
21 H 0.37
22 H 0.29
23 H 0.34
24 H 0.65
25 H 0.36
26 H 0.34
27 H 0.38